Formula: C26H54Cl3LuN5O4PSi
Source: OMol25
Level of theory: wB97M-V/def2-TZVPD

Values from the calculation:
DFT total energy   -4845.20306 hartree
Multiplicity   1
Kohn-Sham gap   0.3079 Ha

Each line ends with the Löwdin charge.
Element x y z (Å)
C 2.57139 0.65024 -3.70797  -0.037
C 3.06992 -0.55205 -2.95879  -0.236
H 3.39374 1.20348 -4.18003  0.062
H 2.04204 1.34284 -3.03258  0.067
H 1.85184 0.33940 -4.48466  0.095
C 4.34987 -0.94229 -2.88125  -0.121
C 5.49990 -0.26829 -3.55781  -0.103
H 4.59751 -1.82384 -2.28472  0.101
H 5.22227 0.69244 -4.01551  0.058
H 5.93921 -0.91162 -4.33810  0.076
H 6.29664 -0.05875 -2.82882  0.067
Lu -0.18687 0.34330 -0.25225  1.112
Cl -1.54377 -0.98918 -1.89096  -0.114
Cl -0.13700 2.70849 -0.98030  -0.045
C -0.23145 -2.83525 0.62032  -0.293
O -0.04309 -1.65468 1.00260  -0.160
N 0.00831 -3.90755 1.37086  -0.163
C 0.46770 -3.81481 2.75330  -0.031
C -0.10092 -5.26010 0.84656  -0.040
H -0.63155 -3.05162 -0.38633  0.104
H 0.49894 -2.78005 3.09547  0.076
H 1.46456 -4.26411 2.84190  0.091
H -0.21265 -4.39974 3.38521  0.093
H -0.36106 -5.21845 -0.21460  0.096
H -0.87274 -5.80528 1.40205  0.091
H 0.85496 -5.78228 0.96347  0.083
H 3.36725 1.70270 -1.03762  0.086
H 4.91719 -0.12594 0.10470  0.088
C 3.22906 2.12278 -0.03495  -0.027
C 4.72214 0.44975 1.02281  -0.040
N 3.40262 1.06625 0.97080  -0.153
H 2.22734 2.55308 0.03426  0.017
C 2.37130 0.56537 1.65857  -0.271
O 1.17721 0.90797 1.47269  -0.197
H 4.76588 -0.22386 1.88500  0.089
H 2.62115 -0.19439 2.42489  0.152
H 3.99665 2.88934 0.12060  0.095
H 5.48563 1.23053 1.10836  0.092
O 1.61007 -0.40635 -1.11524  -0.393
C 1.99679 -1.24018 -2.12676  -0.433
C 3.05289 -2.83280 -0.36970  -0.039
C 2.38642 -2.63117 -1.57812  -0.182
H 3.32526 -1.98315 0.26038  0.100
C 3.39400 -4.13998 0.01100  -0.095
H 1.14088 -1.37303 -2.82163  0.101
C 2.01756 -3.69823 -2.37785  -0.033
H 3.96489 -4.30404 0.92966  0.100
C 3.04804 -5.21034 -0.81506  -0.128
C 2.36147 -4.99783 -2.00872  -0.088
H 1.49945 -3.48327 -3.31182  0.123
H 3.35340 -6.23372 -0.52880  0.105
H 2.11305 -5.82436 -2.67569  0.102
Si -1.30874 6.43125 -2.46530  0.121
Cl 0.43078 5.83828 -3.48918  0.263
C -0.68865 6.91248 -0.75825  -0.226
C -2.33762 4.86790 -2.65685  -0.250
C -2.26331 7.88884 -3.15011  -0.217
H 0.00141 6.14417 -0.38153  0.017
H -1.52095 7.01639 -0.04857  0.027
H -0.15410 7.87445 -0.81264  0.031
H -1.71451 8.83759 -3.08535  0.028
H -3.18834 8.01592 -2.56621  0.035
H -2.56562 7.74048 -4.19402  0.029
H -1.73208 4.01148 -2.32162  -0.078
H -2.58592 4.71873 -3.71854  0.034
H -3.26325 4.89246 -2.06554  0.024
C -2.42024 -1.33815 3.90609  -0.093
N -2.20418 0.09307 3.63705  -0.273
C -0.83113 0.45635 3.99298  -0.105
P -2.82265 0.70714 2.22129  0.586
O -1.92816 0.54095 1.02758  -0.442
N -4.23858 -0.11856 1.99345  -0.316
C -4.59008 -0.62939 0.66580  -0.089
C -5.35449 0.01479 2.92971  -0.103
N -3.22023 2.32190 2.40886  -0.290
C -2.18938 3.23515 2.89089  -0.110
C -3.98837 2.90359 1.29320  -0.092
H -2.07360 -1.54498 4.92625  0.089
H -1.84484 -1.97794 3.21681  0.075
H -3.47949 -1.59172 3.83291  0.067
H -0.09284 -0.03835 3.32617  0.070
H -0.67784 1.53810 3.93449  0.061
H -0.66310 0.12219 5.02511  0.088
H -3.68489 -0.89134 0.09365  0.039
H -5.21057 -1.53363 0.78495  0.086
H -5.16834 0.12569 0.08617  0.090
H -6.04082 -0.81983 2.76678  0.084
H -5.00986 -0.02539 3.96611  0.077
H -5.90412 0.95263 2.77870  0.079
H -1.28662 3.20856 2.25450  0.088
H -2.60039 4.24392 2.85386  0.082
H -1.92936 2.99191 3.92127  0.070
H -3.39849 2.93895 0.35487  0.089
H -4.91109 2.33626 1.11316  0.069
H -4.24539 3.93400 1.56682  0.085

Atoms 1-2, force components in eV/Å:
C 0.015 0.177 -0.110
C 0.674 -0.320 0.606

---

Formula: C17H28NO2P2PtSe
Source: OMol25
Level of theory: wB97M-V/def2-TZVPD

Values from the calculation:
DFT total energy   -4072.16263 hartree
<S²>   6.026
Energy relative to the best compared isomer or geometry (same formula, charge and spin)   2.5 kcal/mol
Multiplicity   5
Charge   +3
Kohn-Sham gap (spin up / spin down)   0.2169 / 0.1625 Ha

Each line ends with the Löwdin charge.
Element x y z (Å)
Pt -0.35917 -0.28459 0.31708  0.762
P -0.98499 1.91532 0.18178  0.705
C -2.44010 1.58186 -0.89584  -0.238
C -2.07829 0.69217 -2.05766  -0.306
N -1.16267 -0.24167 -1.76185  -0.053
C -0.80818 -1.16348 -2.66770  -0.303
C -1.30200 -1.12179 -3.97073  0.033
C -2.25240 -0.15971 -4.29800  0.024
C -2.65201 0.74855 -3.32684  0.033
C 0.19344 -2.19467 -2.22647  -0.233
P 0.33540 -2.31246 -0.38523  0.685
H -3.35043 1.56017 -3.53934  0.142
H -0.93419 -1.87018 -4.67512  0.144
H -2.67918 -0.13348 -5.29151  0.139
H -0.09038 -3.18421 -2.60691  0.117
H 1.19691 -1.93661 -2.60258  0.117
H -3.15172 1.06018 -0.19815  0.104
H -2.84107 2.52378 -1.26587  0.116
H -2.90337 -1.74543 1.93128  0.004
O -3.22769 -0.97091 1.36107  -0.120
H -4.20302 -1.00835 1.41008  0.076
H -1.02460 -2.26702 2.86797  0.046
O -1.93657 -2.70942 2.78963  -0.088
H -1.99012 -3.47236 3.40717  0.120
C -0.89708 -3.55305 0.03102  -0.215
H -0.68743 -4.48036 -0.51241  0.083
H -0.89058 -3.68984 1.11800  0.034
H -1.89103 -3.17894 -0.24141  0.071
C 1.98940 -2.83701 0.06350  -0.233
H 2.04145 -2.85814 1.15601  0.047
H 2.21621 -3.83280 -0.33353  0.083
H 2.73873 -2.12758 -0.30479  0.059
C 0.12235 3.06657 -0.64686  -0.192
H -0.36768 4.04097 -0.76795  0.085
H 1.01479 3.19099 -0.02324  0.031
H 0.42907 2.69055 -1.62984  0.072
C -1.66339 2.66816 1.66038  -0.213
H -0.87625 2.66080 2.42138  0.031
H -1.96242 3.70187 1.43368  0.087
H -2.52642 2.09001 2.01810  0.076
Se 0.70872 -0.07538 2.40190  0.867
C 2.35089 0.92019 2.05968  -0.485
C 3.54592 0.23986 1.77906  -0.058
C 4.73704 0.93330 1.53406  0.038
C 4.73360 2.33627 1.57274  0.071
C 3.55111 3.04158 1.84366  0.032
C 2.37303 2.32535 2.10363  -0.077
H 3.52768 -0.84384 1.80231  0.108
H 5.66948 0.39225 1.33511  0.151
H 5.64949 2.89161 1.36128  0.156
H 3.55342 4.14176 1.87605  0.153
H 1.45629 2.83916 2.39219  0.110

Atoms 1-2, force components in eV/Å:
Pt -0.609 0.423 0.115
P -1.577 1.289 -1.040

---

Formula: C2H2ClNS2
Source: OMol25
Level of theory: wB97M-V/def2-TZVPD

Values from the calculation:
DFT total energy   -1388.60992 hartree
<S²>   2.011
Energy relative to the best compared isomer or geometry (same formula, charge and spin)   0.0 kcal/mol
Multiplicity   3
Kohn-Sham gap (spin up / spin down)   0.2824 / 0.2432 Ha

Each line ends with the Löwdin charge.
Element x y z (Å)
C -0.20188 0.77434 0.47262  -0.485
C -0.65633 0.09390 -0.59378  -0.532
N -2.34460 1.88928 -0.18568  -0.799
S -1.23623 2.06731 0.97082  0.857
S -2.16551 0.67403 -1.19366  0.776
Cl -2.91504 -1.86579 0.54480  0.048
H 0.69682 0.58334 1.02741  0.068
H -0.19992 -0.76076 -1.05171  0.067

Atoms 1-2, force components in eV/Å:
C -0.114 -0.149 -0.236
C 0.313 0.014 0.564

---

Formula: C14H22N2O3S2
Source: OMol25
Level of theory: wB97M-V/def2-TZVPD

Values from the calculation:
DFT total energy   -1678.29709 hartree
SMILES string   CCNC(=O)[C@@H](CCSC)NS(=O)(=O)c1ccc(C)cc1
Energy relative to the best compared isomer or geometry (same formula, charge and spin)   3.4 kcal/mol
Multiplicity   1
Kohn-Sham gap   0.3413 Ha

Each line ends with the Löwdin charge.
Element x y z (Å)
C -1.56245 -1.90079 1.87133  -0.065
C -0.12173 -2.21334 1.48671  -0.210
N 0.61052 -1.02835 1.09739  0.077
C 1.04402 -0.81825 -0.15278  -0.486
O 0.87885 -1.59346 -1.07492  0.063
C 1.83071 0.49732 -0.31675  -0.310
C 2.90259 0.32314 -1.39018  -0.208
C 3.97965 -0.65908 -0.95383  -0.474
S 4.85417 -0.17087 0.56812  0.805
C 5.81159 1.24361 -0.05235  -0.401
N 0.88853 1.53422 -0.70811  -0.079
S -0.20278 2.07071 0.43981  0.675
O 0.22282 1.66474 1.75774  -0.295
O -0.39554 3.47163 0.20427  -0.277
C -1.71035 1.20978 0.03515  -0.283
C -1.83567 0.48320 -1.13152  -0.052
C -3.03580 -0.15157 -1.40295  -0.025
C -4.11063 -0.05511 -0.52407  -0.275
C -5.40930 -0.72989 -0.83891  -0.044
C -3.96226 0.69300 0.63999  -0.033
C -2.76386 1.32453 0.92203  -0.060
H -2.04655 -2.79764 2.24872  0.074
H -2.11681 -1.53963 1.00974  0.055
H -1.58798 -1.13663 2.64498  0.077
H -0.09144 -2.89760 0.63582  0.117
H 0.39742 -2.67421 2.33387  0.118
H 0.64079 -0.25573 1.75351  0.110
H 2.30074 0.75024 0.64528  0.112
H 3.34617 1.29372 -1.62482  0.108
H 2.42507 -0.06874 -2.29097  0.123
H 3.53686 -1.62785 -0.72811  0.074
H 4.72876 -0.78392 -1.73639  0.079
H 6.36286 0.94454 -0.93931  0.035
H 5.15152 2.07817 -0.27006  0.026
H 6.50147 1.52019 0.73756  0.026
H 1.32066 2.33003 -1.15389  0.115
H -0.99978 0.40437 -1.80669  0.108
H -3.13788 -0.73226 -2.30754  0.119
H -6.00704 -0.09272 -1.49089  0.088
H -5.24067 -1.67164 -1.35544  0.080
H -5.98077 -0.91753 0.06632  0.078
H -4.78880 0.77721 1.32979  0.116
H -2.62769 1.90245 1.82237  0.122

Atoms 1-2, force components in eV/Å:
C 0.257 -0.057 -0.102
C -0.156 -0.220 -0.010

---

Formula: C9H10Se
Source: OMol25
Level of theory: wB97M-V/def2-TZVPD

Values from the calculation:
DFT total energy   -2750.29927 hartree
SMILES string   CC(=[Se])Cc1ccccc1
Energy relative to the best compared isomer or geometry (same formula, charge and spin)   1.6 kcal/mol
Multiplicity   1
Kohn-Sham gap (spin up / spin down)   0.2891 / 0.2891 Ha

Each line ends with the Löwdin charge.
Element x y z (Å)
C 1.85455 2.54502 0.19624  -0.139
C 0.81152 1.73190 0.87418  -0.844
Se -0.71640 2.31595 1.52520  0.804
C 1.14325 0.30004 1.01233  -0.221
C 0.04715 -0.62135 0.32856  -0.210
C -0.37759 -0.18785 -0.95534  -0.103
C -1.38722 -0.74654 -1.61677  -0.127
C -2.11458 -1.84259 -1.14606  -0.063
C -1.58887 -2.44248 0.03113  -0.106
C -0.63980 -1.75650 0.75039  -0.084
H 2.85592 2.35284 0.59566  0.092
H 1.62016 3.58277 0.21179  0.055
H 2.01395 2.25044 -0.84909  0.092
H 1.45925 -0.05958 1.98903  0.112
H 2.16705 0.05500 0.47617  0.147
H 0.10100 0.66484 -1.48742  0.125
H -1.80403 -0.17766 -2.42899  0.104
H -3.02040 -2.23733 -1.66596  0.113
H -1.97057 -3.41571 0.36507  0.103
H -0.45435 -2.31120 1.79387  0.150

Atoms 1-2, force components in eV/Å:
C 0.373 -0.252 -0.364
C 0.037 0.164 0.522